# C32H35N4NbO2S2SbSi

A structure of composition C32H35N4NbO2S2SbSi (ωB97M-V with the def2-TZVPD basis set, the OMol25 dataset).

Calculated values
Multiplicity ... 1
Highest occupied orbital energy (alpha / beta) ... -14.4 / -14.4 eV
Total charge ... +3
Energy relative to the best compared isomer or geometry (same formula, charge and spin) ... 0.000 eV

Last column: Löwdin charge in e.
CARTESIAN COORDINATES (ANGSTROEM)
Sb1 -0.21 0.07 -2.76  1.6133
Nb1 0.16 0.23 1.52  1.4286
S1 -0.32 -1.14 -0.23  0.2123
S2 0.70 -0.09 4.35  0.6967
Si1 -2.17 2.57 2.02  0.4080
O1 -0.03 -0.87 3.25  -0.4825
O2 -0.12 0.64 5.32  -0.2359
N1 3.92 0.10 3.18  0.2038
N2 2.37 0.32 1.31  -0.0544
N3 1.70 0.82 3.47  -0.1461
N4 4.17 -3.48 7.72  0.1468
C1 -1.33 -1.66 -3.45  -0.4040
C2 -2.09 -3.93 -3.30  -0.0410
C3 2.33 -0.68 6.35  -0.0485
C4 -3.02 -2.43 -4.88  -0.0622
C5 1.14 0.10 -4.46  -0.3326
C6 3.02 -1.44 7.32  0.0161
C7 -2.97 -3.70 -4.35  -0.0207
C8 -1.74 3.57 3.46  -0.1705
C9 1.65 -1.24 5.26  -0.3424
C10 -4.48 2.12 -3.97  -0.0319
C11 1.77 1.29 -4.82  -0.1156
C12 1.52 -1.11 -5.09  -0.0872
C13 2.60 1.27 -5.93  -0.0594
C14 3.30 -0.02 0.40  -0.0798
C15 -3.10 0.86 -2.44  -0.1368
C16 -3.10 1.04 2.53  -0.1740
C17 2.75 0.42 2.63  -0.4346
C18 -0.45 2.17 1.10  -0.3559
C19 -4.38 1.19 -2.95  -0.0278
C20 -1.35 -2.88 -2.82  -0.1716
C21 3.19 -2.82 7.06  -0.2643
C22 -3.35 2.68 -4.54  -0.0359
C23 2.93 0.13 -6.61  -0.0184
C24 4.86 -0.20 2.23  -0.0119
C25 -2.09 2.25 -4.14  -0.0979
C26 4.58 -0.14 0.88  -0.0199
C27 1.71 -2.62 5.04  -0.0713
C28 -3.29 3.55 0.92  -0.1555
C29 -1.96 1.33 -3.09  -0.3562
C30 2.43 -1.09 -6.15  -0.0268
C31 2.47 -3.39 5.91  0.0027
C32 -2.15 -1.47 -4.53  -0.1411
H1 -2.83 4.52 0.70  0.0527
H2 3.01 2.23 -6.20  0.1233
H3 1.57 2.20 -4.28  0.1029
H4 -3.62 -2.29 -5.81  0.1450
H5 -3.56 -4.47 -4.79  0.1191
H6 2.54 -4.48 5.80  0.1195
H7 -0.58 2.31 -0.02  0.0293
H8 4.47 -3.07 8.60  0.1265
H9 -4.24 3.65 1.47  0.0598
H10 -4.07 1.40 2.80  0.0452
H11 1.25 -3.09 4.14  0.1268
H12 3.60 0.13 -7.56  0.1746
H13 -2.67 0.56 3.49  0.0670
H14 -3.04 0.03 -1.72  0.1033
H15 -2.66 3.82 4.04  0.0836
H16 -2.22 -0.48 -5.03  0.1256
H17 3.06 0.11 -0.66  0.1260
H18 -3.52 2.99 -0.01  0.0307
H19 1.10 -2.03 -4.71  0.1085
H20 -1.97 -4.94 -2.94  0.1271
H21 2.32 0.40 6.46  0.1193
H22 5.80 -0.64 2.63  0.1559
H23 -1.09 2.93 4.12  0.0432
H24 3.45 -0.91 8.12  0.1113
H25 -1.22 4.50 3.28  0.0494
H26 2.69 -2.04 -6.62  0.1319
H27 -3.50 3.25 -5.47  0.1389
H28 -0.73 -3.01 -1.92  0.0402
H29 0.28 2.84 1.54  0.0369
H30 4.47 -4.43 7.49  0.1352
H31 -5.21 0.72 -2.48  0.1203
H32 -3.17 0.27 1.79  0.0139
H33 -5.46 2.34 -4.39  0.1355
H34 5.38 -0.22 0.13  0.1384
H35 -1.21 2.60 -4.70  0.1192



# C6H4O

The molecule C6H4O (ωB97M-V with the def2-TZVPD basis set, the OMol25 dataset).

Calculated values
Multiplicity ... 1
Highest occupied orbital energy ... -9.2 eV
Total charge ... 0
Energy relative to the best compared isomer or geometry (same formula, charge and spin) ... 4.804 eV

Last column: Löwdin charge in e.
CARTESIAN COORDINATES (ANGSTROEM)
O1 -0.22 -1.35 -0.23  0.0780
C1 2.06 -0.63 0.03  -0.2423
C2 -1.46 -0.72 -0.22  -0.0618
C3 0.08 0.84 0.31  -0.0561
C4 -1.36 0.58 0.05  -0.0191
C5 3.28 -0.62 -0.31  0.0253
C6 0.71 -0.46 0.17  -0.3257
H1 -2.19 1.27 0.15  0.1155
H2 0.98 0.86 -0.52  0.2049
H3 -2.29 -1.39 -0.42  0.1358
H4 0.42 1.61 1.00  0.1455



# C31H22FeN6O7Se

A structure of composition C31H22FeN6O7Se (ωB97M-V with the def2-TZVPD basis set, the OMol25 dataset).

Calculated values
Multiplicity ... 2
Highest occupied orbital energy (alpha / beta) ... -11.2 / -11.2 eV
Total charge ... +1

Last column: Löwdin charge in e.
CARTESIAN COORDINATES (ANGSTROEM)
Se1 -4.05 -3.46 -5.32  1.1724
Fe1 -1.30 -0.73 1.35  0.9467
O1 -0.39 0.39 3.37  -0.1703
O2 -0.73 -2.06 2.59  -0.1280
O3 -2.88 -0.05 2.73  0.0669
O4 0.47 -2.82 4.35  0.1371
O5 -3.58 0.25 4.83  0.2033
O6 -0.17 -1.33 -1.87  0.0877
O7 0.87 1.55 1.54  0.1155
N1 -4.25 -1.91 -4.48  -0.2161
N2 -1.55 -2.54 0.24  0.0937
N3 1.43 0.27 -1.62  0.1723
N4 -2.80 -0.30 -0.18  0.0782
N5 0.05 -0.08 0.11  0.1148
N6 -3.07 -4.17 -4.03  -0.2125
C1 0.93 4.39 -2.45  -0.0748
C2 -2.95 -3.27 -3.10  -0.3246
C3 0.91 0.94 0.51  -0.4084
C4 -0.87 -3.65 0.51  -0.0449
C5 1.08 3.04 -2.14  -0.0268
C6 2.23 4.98 -0.52  -0.0602
C7 -2.20 -2.45 -0.93  -0.1689
C8 -3.61 -2.01 -3.35  -0.3288
C9 -1.32 0.71 4.36  -0.0657
C10 1.94 1.19 -0.62  -0.2658
C11 1.81 2.66 -1.02  -0.1632
C12 -3.39 0.88 -0.34  -0.0726
C13 3.35 0.80 -0.20  -0.1484
C14 5.94 -0.05 0.38  -0.0736
C15 2.38 3.64 -0.21  -0.0232
C16 -3.55 -0.94 -2.35  -0.0624
C17 0.39 -0.48 -1.21  -0.4883
C18 3.59 -0.03 0.89  -0.0151
C19 -2.20 -3.47 -1.86  -0.0773
C20 -2.87 -1.20 -1.17  -0.1446
C21 -4.06 1.23 -1.50  -0.0075
C22 1.50 5.36 -1.64  -0.0800
C23 -4.14 0.31 -2.52  0.0442
C24 -2.66 0.25 3.89  -0.4419
C25 -0.81 -4.72 -0.38  0.0093
C26 -1.48 -4.63 -1.57  0.0456
C27 0.62 -0.51 3.78  -0.0745
C28 5.71 0.76 -0.72  -0.0617
C29 0.11 -1.94 3.62  -0.5424
C30 4.42 1.19 -1.01  -0.0242
C31 4.88 -0.44 1.19  -0.0621
H1 -0.23 -5.59 -0.12  0.1221
H2 2.92 3.34 0.68  0.1267
H3 -1.47 -5.43 -2.31  0.1309
H4 -3.33 1.56 0.50  0.1227
H5 0.61 2.29 -2.76  0.1089
H6 -1.10 0.27 5.33  0.1615
H7 0.93 -0.35 4.81  0.1477
H8 -1.36 1.80 4.47  0.1688
H9 2.77 -0.35 1.51  0.0907
H10 1.35 6.41 -1.87  0.1063
H11 -4.44 -0.05 4.48  0.1608
H12 -4.66 0.52 -3.45  0.1301
H13 2.66 5.73 0.12  0.1089
H14 6.95 -0.37 0.61  0.1084
H15 5.06 -1.07 2.05  0.1087
H16 -0.38 -3.69 1.47  0.1183
H17 4.24 1.83 -1.86  0.1249
H18 0.36 4.68 -3.33  0.1048
H19 6.53 1.07 -1.35  0.1097
H20 1.47 -0.39 3.11  0.1178
H21 -4.52 2.21 -1.58  0.1197
H22 1.93 0.06 -2.47  0.1726



# C5H10BNO3

A cluster of 2 separate species, C5H10BNO3 in total (ωB97M-V with the def2-TZVPD basis set, the OMol25 dataset).

Calculated values
Multiplicity ... 1
SMILES ... CN/C=C/B(O)O.C=C=O
Highest occupied orbital energy ... -7.5 eV
Total charge ... 0
Energy relative to the best compared isomer or geometry (same formula, charge and spin) ... 2.920 eV

Last column: Löwdin charge in e.
CARTESIAN COORDINATES (ANGSTROEM)
O1 -2.78 -0.40 0.79  0.2402
O2 -0.13 2.60 0.88  0.1599
O3 -2.31 0.14 -1.40  0.2267
N1 1.65 -1.32 0.12  -0.1183
C1 -0.55 -0.42 0.33  -0.0341
C2 0.41 -0.98 -0.44  -0.1556
C3 -0.02 2.23 -0.22  -0.3704
C4 0.27 1.77 -1.33  0.0024
C5 2.26 -0.98 1.37  -0.1152
B1 -1.95 -0.20 -0.18  -0.8879
H1 0.07 -1.45 -1.39  0.1401
H2 0.83 2.71 -1.79  0.1413
H3 -0.18 -0.18 1.37  0.1082
H4 2.12 -2.13 -0.45  0.1659
H5 -3.18 0.44 -1.44  0.0828
H6 -3.65 -0.08 0.75  0.0872
H7 2.71 -1.91 1.89  0.1026
H8 -0.20 1.09 -2.00  0.0666
H9 1.45 -0.55 2.00  0.0751
H10 3.17 -0.38 1.16  0.0824



# C5H10O2

A cluster of 2 separate species, C5H10O2 in total (ωB97M-V with the def2-TZVPD basis set, the OMol25 dataset).

Calculated values
Multiplicity ... 1
SMILES ... CC(=O)[C@H]1CCO1.[H][H]
Highest occupied orbital energy ... -9.5 eV
Total charge ... 0
Energy relative to the best compared isomer or geometry (same formula, charge and spin) ... 3.566 eV

Last column: Löwdin charge in e.
CARTESIAN COORDINATES (ANGSTROEM)
O1 0.76 1.41 1.07  0.0219
O2 -1.31 -0.77 -0.16  -0.0901
C1 0.09 1.10 0.11  -0.4461
C2 0.67 -1.46 0.29  -0.0983
C3 0.02 -0.31 -0.48  -0.2955
C4 -0.78 -1.87 0.60  -0.1521
C5 -0.92 2.05 -0.45  0.0001
H1 -1.08 1.92 -1.52  0.0900
H2 -1.84 1.81 0.08  0.0984
H3 2.33 0.57 -0.57  0.0932
H4 1.23 -2.17 -0.32  0.1130
H5 1.27 -1.15 1.14  0.1043
H6 2.18 0.75 0.16  0.0836
H7 0.19 -0.32 -1.57  0.1512
H8 -1.07 -1.82 1.66  0.1193
H9 -0.61 3.07 -0.21  0.0918
H10 -1.11 -2.82 0.18  0.1153



Please write out number 2 again, unchanged.
# C6H4O

The molecule C6H4O (ωB97M-V with the def2-TZVPD basis set, the OMol25 dataset).

Calculated values
Multiplicity ... 1
Highest occupied orbital energy ... -9.2 eV
Total charge ... 0
Energy relative to the best compared isomer or geometry (same formula, charge and spin) ... 4.804 eV

Last column: Löwdin charge in e.
CARTESIAN COORDINATES (ANGSTROEM)
O1 -0.22 -1.35 -0.23  0.0780
C1 2.06 -0.63 0.03  -0.2423
C2 -1.46 -0.72 -0.22  -0.0618
C3 0.08 0.84 0.31  -0.0561
C4 -1.36 0.58 0.05  -0.0191
C5 3.28 -0.62 -0.31  0.0253
C6 0.71 -0.46 0.17  -0.3257
H1 -2.19 1.27 0.15  0.1155
H2 0.98 0.86 -0.52  0.2049
H3 -2.29 -1.39 -0.42  0.1358
H4 0.42 1.61 1.00  0.1455



Question: Number 2 is which compound?
Answer: C6H4O



Question: Which value of multiplicity does entry 5 give?
Answer: 1